Below is a molecular structure, C41H54AsBr3N5O8PSTi, with properties calculated with ωB97M-V/def2-TZVPD.

Structure (XYZ):
```
115
Properties=species:S:1:pos:R:3
Ti -0.589 -0.798 0.063
Br 0.933 3.502 2.083
C 0.541 1.883 2.974
C 0.608 1.827 4.360
C 0.359 0.632 5.007
Br 0.465 0.610 6.917
C 0.046 -0.557 4.324
C -0.205 -1.834 4.896
C -0.498 -2.898 4.025
C -0.514 -2.725 2.662
N -0.240 -1.526 2.079
C -0.003 -0.458 2.911
C 0.222 0.752 2.232
O 0.132 0.711 0.910
H 0.851 2.717 4.923
H -0.194 -1.965 5.968
H -0.721 -3.881 4.422
H -0.740 -3.535 1.982
C -5.582 0.717 6.667
C -5.032 0.746 5.266
C -5.673 1.457 4.257
C -5.159 1.491 2.967
C -3.988 0.811 2.678
C -3.344 0.082 3.668
C -3.863 0.056 4.952
S -3.271 0.938 1.043
O -2.329 2.026 1.116
O -4.399 1.102 0.149
N -2.519 -0.454 0.867
C -3.441 -1.554 0.545
C -2.694 -2.786 0.055
O -3.293 -3.836 -0.109
O -1.427 -2.616 -0.161
H -6.532 1.250 6.728
H -4.888 1.183 7.371
H -5.747 -0.308 7.006
H -6.590 1.992 4.483
H -5.660 2.038 2.179
H -2.442 -0.465 3.426
H -3.344 -0.509 5.719
H -4.146 -1.257 -0.235
H -4.029 -1.853 1.421
C 5.623 -0.433 3.620
N 4.656 0.033 2.654
C 5.081 0.624 1.398
C 3.894 0.295 0.471
O 3.802 0.701 -0.661
N 3.004 -0.501 1.170
C 3.522 -0.680 2.353
N 3.017 -1.568 3.242
H 6.413 0.312 3.709
H 6.072 -1.393 3.336
H 5.168 -0.543 4.604
H 5.986 0.141 1.014
H 5.241 1.700 1.461
H 3.053 -1.323 4.219
H 2.124 -1.952 2.955
Br -0.846 -2.753 -8.158
C -0.746 -2.236 -6.323
C 0.375 -2.589 -5.568
C 0.450 -2.221 -4.246
C -0.598 -1.477 -3.633
C -1.739 -1.159 -4.425
C -1.805 -1.532 -5.746
C -0.506 -1.044 -2.302
O 0.511 -1.310 -1.498
O -1.433 -0.353 -1.687
H 1.181 -3.148 -6.026
H 1.316 -2.489 -3.654
H -2.557 -0.622 -3.963
H -2.677 -1.285 -6.339
C 0.920 -4.855 -1.051
As 1.826 -3.548 0.094
C 2.883 -4.859 1.137
C 3.280 -3.065 -1.134
H 1.630 -5.582 -1.453
H 0.426 -4.320 -1.862
H 0.144 -5.358 -0.475
H 3.365 -5.594 0.487
H 2.232 -5.376 1.844
H 3.648 -4.328 1.708
H 3.514 -3.891 -1.810
H 4.167 -2.818 -0.547
H 2.983 -2.184 -1.701
C -2.579 2.520 -2.710
C -1.412 2.483 -3.698
C -1.482 3.652 -4.678
P 0.230 2.186 -2.856
C 0.793 3.867 -2.295
C 2.139 3.674 -1.589
C -0.217 4.467 -1.312
C 1.303 1.857 -4.366
C 2.351 0.797 -4.007
C 1.988 3.043 -5.046
H -3.525 2.397 -3.248
H -2.632 3.467 -2.172
H -2.511 1.721 -1.973
H -1.519 1.554 -4.273
H -1.290 4.604 -4.174
H -2.482 3.715 -5.122
H -0.766 3.551 -5.494
H 0.919 4.549 -3.142
H 2.016 3.024 -0.721
H 2.533 4.638 -1.248
H 2.889 3.202 -2.226
H -1.059 4.933 -1.827
H 0.265 5.235 -0.699
H -0.616 3.711 -0.630
H 0.608 1.414 -5.090
H 3.126 1.223 -3.365
H 2.827 0.400 -4.910
H 1.911 -0.032 -3.455
H 2.739 3.494 -4.394
H 1.292 3.829 -5.341
H 2.507 2.702 -5.949
```

Output
**Largest force on an atom**: 0.9 eV/A
**M**: 1170.5 g/mol
**Expectation value of S²**: 2.046
**ΔE to the lowest compared entry with this formula, charge and spin**: 16.0 kcal per mole
**HOMO (spin up / spin down)**: -0.3160 / -2.9753 eV
**Orbital gap (spin up / spin down)**: 3.9 / 6.6 eV
**2S+1**: 3
**Charge**: -2
**E_tot**: -381436.8246 eV

Here are the Löwdin charges for atoms 1 to 99, given in e:
1 Ti 1.150
2 Br 0.799
3 C -0.603
4 C -0.199
5 C -0.635
6 Br 0.672
7 C -0.265
8 C -0.103
9 C -0.103
10 C -0.176
11 N -0.025
12 C -0.224
13 C -0.397
14 O -0.191
15 H 0.081
16 H 0.051
17 H 0.090
18 H 0.094
19 C -0.066
20 C -0.287
21 C -0.055
22 C -0.054
23 C -0.249
24 C -0.031
25 C -0.029
26 S 0.572
27 O -0.297
28 O -0.320
29 N -0.272
30 C -0.158
31 C -0.611
32 O 0.032
33 O -0.159
34 H 0.064
35 H 0.076
36 H 0.074
37 H 0.100
38 H 0.109
39 H 0.098
40 H 0.113
41 H 0.118
42 H 0.123
43 C -0.062
44 N -0.104
45 C -0.055
46 C -0.456
47 O 0.068
48 N 0.202
49 C -0.415
50 N 0.218
51 H 0.084
52 H 0.090
53 H 0.078
54 H 0.127
55 H 0.126
56 H 0.105
57 H 0.077
58 Br 0.616
59 C -0.717
60 C -0.155
61 C -0.043
62 C -0.156
63 C -0.035
64 C -0.155
65 C -0.580
66 O -0.188
67 O -0.147
68 H 0.088
69 H 0.100
70 H 0.112
71 H 0.088
72 C -0.316
73 As 1.097
74 C -0.351
75 C -0.324
76 H 0.012
77 H 0.012
78 H 0.019
79 H 0.007
80 H 0.004
81 H -0.006
82 H 0.015
83 H 0.006
84 H -0.001
85 C -0.119
86 C -0.544
87 C -0.121
88 P 1.142
89 C -0.567
90 C -0.145
91 C -0.141
92 C -0.532
93 C -0.128
94 C -0.136
95 H 0.077
96 H 0.061
97 H 0.043
98 H 0.077
99 H 0.063